No. 1
77
Properties=species:S:1:pos:R:3:lowdin_charge:R:1 method="wB97M-V/def2-TZVPD" de_lowest_kj_mol=297.8 homo_ha=-0.24002 homo_lumo_gap_ev=9.285 charge=-1
H 36.60600 8.63400 15.36100 0.0495
H 35.39200 9.28800 8.83500 0.0857
H 36.79300 7.46000 10.29400 0.0516
H 37.02300 5.39200 7.72300 0.0298
H 37.98800 5.06200 6.52000 0.0657
H 35.40800 5.85800 15.82500 0.1138
H 43.68300 5.53700 13.86300 0.0653
C 42.11700 9.15700 15.11500 -0.4983
O 39.78500 8.08000 12.46500 -0.0078
O 41.98000 9.13300 9.96000 -0.0966
H 43.31900 10.75300 9.87700 0.0903
H 36.75800 8.48300 13.68800 0.0561
C 37.04900 9.08200 14.50200 -0.2026
C 43.46300 9.20500 15.64700 -0.0624
H 41.30400 10.79200 16.36800 0.0398
H 39.17900 5.49700 9.45300 0.1162
H 41.71100 6.26800 10.14400 0.0747
C 38.97300 11.66000 12.09500 -0.1174
H 41.48800 5.65300 7.97600 0.0998
H 38.32500 12.15900 12.56900 -0.0208
H 37.06500 8.92000 8.45200 0.0785
C 40.46200 5.13900 7.63700 -0.0870
C 39.02400 3.88400 13.18400 -0.2237
H 43.89300 10.01900 15.09700 0.0883
H 39.67900 12.45100 11.82200 0.0720
H 36.18200 7.76500 7.98000 0.0503
H 36.67300 6.38200 14.74500 0.0560
H 39.01700 8.34200 13.89500 0.1381
H 42.00300 11.22600 15.15000 0.0628
O 35.07200 5.31900 13.96100 -0.0455
H 40.60900 10.69200 14.91700 0.0174
O 38.37300 8.72500 14.74700 -0.2165
C 41.39600 10.45500 15.44700 -0.0383
C 43.64700 5.05400 12.90700 -0.0127
H 39.11800 7.36900 9.11900 0.0794
H 43.38300 3.99100 12.74000 0.0934
H 38.12000 3.78600 7.53300 0.0957
H 41.58100 11.15900 10.00400 0.0656
H 34.42200 5.97400 13.81300 0.0751
H 38.58500 10.01500 11.00400 0.0101
O 39.24000 6.98500 8.14400 -0.1024
O 38.32300 10.93600 11.05000 -0.1300
H 41.32700 9.07100 13.34500 -0.0229
H 40.68600 4.33000 12.71800 -0.0345
H 39.00700 4.83600 13.68900 0.0587
O 42.14500 9.05300 13.69200 0.0002
H 41.52800 8.33600 15.66500 0.1651
H 43.25600 9.44200 16.67700 0.0866
H 42.48300 10.35500 11.38600 0.0677
C 35.99000 5.58600 14.89800 -0.1953
H 43.11900 6.96100 11.92400 0.1114
H 43.75500 8.16100 15.43700 0.0973
H 42.01400 4.66300 10.58700 0.0285
O 39.31400 8.39500 10.38200 -0.0179
H 41.09400 9.10200 10.17300 -0.0177
C 42.65500 6.01800 12.09100 -0.3819
H 40.64200 4.14200 7.89400 0.0285
H 36.76700 10.14400 14.61200 0.0852
O 41.38500 5.99900 12.81800 -0.0678
H 38.17700 6.28000 12.25300 0.1317
H 36.54400 4.95000 15.28000 -0.0065
O 35.94900 7.93500 10.08500 -0.1218
H 38.84000 3.02800 14.05900 0.1327
C 39.19000 5.63300 8.38500 -0.4926
H 40.78300 6.68500 12.53400 0.0256
C 42.44800 5.59100 10.63500 -0.0631
H 43.42400 5.43700 10.04000 0.1181
H 39.43000 10.63300 12.69000 0.1520
O 38.16800 6.92700 11.52200 0.1510
C 37.96600 4.92900 7.63100 -0.0558
O 40.18600 3.60300 12.56000 -0.0707
C 36.11400 8.46000 8.79200 -0.1953
H 44.59200 5.07500 12.61200 0.0064
C 42.31300 10.44600 10.30700 -0.1607
H 38.14700 3.87900 12.54200 0.0705
C 39.09600 7.81400 11.49100 -0.7774
H 40.46100 5.35300 6.49200 0.1062

No. 2
89
Properties=species:S:1:pos:R:3:lowdin_charge:R:1 method="wB97M-V/def2-TZVPD" de_lowest_kj_mol=0.0 homo_ha=-0.23815 homo_lumo_gap_ev=8.749 charge=-1
O -1.80273 1.03828 1.44077 -0.3368
C 4.11802 2.93265 -2.35278 -0.2233
H 4.92796 4.29633 -4.42657 0.0863
H 1.88194 -4.79262 -0.39459 0.1228
C 1.83253 -6.11131 -2.58514 -0.1227
N 4.61993 -1.88603 -0.08083 0.1470
H -1.93340 -0.22070 -2.73670 0.0723
N -0.50921 -3.72527 0.13673 0.0460
C 1.39360 -4.25878 -1.21712 -0.2285
H -3.82491 1.95880 -0.97851 0.0496
N -1.00008 -1.91580 5.18531 0.1524
O -6.15627 -0.27622 -0.11749 -0.0897
H 1.66060 -3.20034 -1.10652 0.1062
O 0.40250 1.36655 0.64312 -0.3576
N -1.10524 -2.18072 2.91777 0.1742
C 1.64502 3.38908 -2.06309 -0.0560
H -2.40836 -0.48119 -4.36389 0.0955
C -0.74515 -3.57399 -2.32403 -0.0465
H -0.48637 -1.06670 5.03291 0.0851
N -1.29188 4.42583 2.20065 0.1535
H -1.18931 -2.69529 2.06291 0.0514
H -0.39795 -2.54311 -2.31705 0.0592
H -1.83543 -3.64750 -2.27215 0.0805
H 1.96917 -0.34335 0.77091 0.0633
H 4.10374 -2.53437 -0.64978 0.0790
H -0.50148 -2.71447 0.05547 0.0259
N 0.54968 0.07043 -3.26603 0.1791
H 2.10438 -2.04726 0.86759 0.0848
O 4.00826 2.59619 -3.71736 -0.1865
H -0.91930 -1.19876 2.80040 0.0750
H -5.16756 1.13629 -1.79271 0.0756
H 4.90070 2.83281 -5.51168 0.0849
H -0.97225 4.97795 -0.89486 0.1000
N 2.54427 -1.16682 0.66460 0.1669
H 4.97418 2.42319 -1.88987 0.1278
C -0.41870 -0.08295 -4.20919 -0.6876
O -0.20526 -0.06069 -5.41061 0.0061
H -1.06165 1.52294 6.77042 0.0677
N -1.68779 -0.23774 -3.71184 0.1574
C -1.21422 -2.77970 4.13877 -0.6704
C -4.80741 1.51521 -0.83675 -0.0775
H -1.07751 -2.21685 6.13746 0.0985
C -2.72121 0.48603 6.71298 -0.2885
H -5.44545 2.30527 -0.43373 0.0754
H -1.42596 4.79168 3.12171 0.0895
H 4.27547 4.01333 -2.20963 0.1284
O -1.50324 -3.95745 4.27135 0.0131
H 1.88014 4.42261 -1.77282 0.0846
H -6.20856 -1.03332 0.47274 0.0748
H -1.40725 -4.03810 0.47645 0.0765
H -2.91921 -0.58235 6.76049 0.0949
C -4.89399 0.35047 0.13342 -0.3283
H 0.32059 -0.11200 -2.30435 0.0648
C -0.12548 -4.32127 -1.14283 -0.4282
C -2.80102 0.98417 5.28343 -0.0934
C 3.89173 -0.90175 0.55592 -0.6456
O -1.14583 6.42372 1.09665 0.0035
H 2.63451 -6.45334 -3.24431 0.0841
O -1.37217 1.49897 -0.87030 -0.3614
H 2.20155 2.28304 0.25775 0.0244
N -1.32036 4.47997 -0.09759 0.1691
H 1.47399 0.28700 -3.58849 0.0991
N 3.02579 2.66710 -0.18985 0.0511
H -2.69867 2.08027 5.27503 0.0756
H -1.21305 3.42467 2.11870 0.0627
H 0.90445 -6.39002 -3.10469 0.0854
H -4.08692 -0.37554 -0.04924 0.1015
H -4.72520 0.65166 1.17316 0.1029
O 1.91238 -4.71235 -2.44932 -0.1825
H 2.62207 1.48673 -1.82720 0.1230
H -1.91298 0.70938 4.71483 0.0538
H 6.00419 2.88041 -4.17191 0.0848
H 1.48144 3.37282 -3.14063 0.0788
C 2.83976 2.55583 -1.65327 -0.4471
H -0.54283 -4.05615 -3.28531 0.0788
O -1.34445 0.68565 7.14956 -0.1158
C 5.00435 3.20895 -4.49492 -0.1232
Cl -0.91014 0.84271 0.33330 0.6468
H -3.31008 1.02806 7.45316 0.1042
H -0.46194 -5.36118 -1.16381 0.1354
H 5.53803 -1.61961 -0.38654 0.0950
H 1.90608 -6.66294 -1.64468 0.0895
H -3.69607 0.71548 4.72729 0.0782
O 4.40092 0.14254 0.93701 0.0171
H -1.51323 3.49487 -0.07075 0.0427
H 0.73545 3.11685 -1.53359 0.0429
H 3.76780 2.02741 0.09978 0.0354
C -1.23402 5.20540 1.06738 -0.6678
O -0.79845 -0.56963 0.03902 -0.3769

No. 3
81
Properties=species:S:1:pos:R:3:lowdin_charge:R:1 method="wB97M-V/def2-TZVPD" homo_ha=-0.13195 homo_lumo_gap_ev=5.420 charge=-1
O -0.67194 -1.11052 4.18084 -0.1351
H -3.16213 -4.66622 -1.28188 0.0734
H -4.64264 2.69400 -0.51830 -0.0637
C 8.12180 -2.42645 1.07904 -0.1604
H -4.78094 2.06563 -5.45347 0.0745
H 9.16299 -2.17574 1.27381 0.0561
O 6.14603 0.57100 -0.48056 -0.1351
H -2.57042 -0.54914 4.83010 0.0764
H 7.97690 -1.44466 -0.59049 0.0631
O -6.38492 -1.15407 0.32171 -0.1335
C 9.94116 -2.29492 4.22102 -0.1486
H -0.99932 -1.16716 -2.29675 0.0966
H -4.31123 -3.89200 -2.40902 0.0789
H -3.23956 -2.89898 -1.41146 0.0559
H -1.03357 -1.73887 3.54852 0.0726
H 0.18792 4.45730 -4.63219 0.0615
H 7.93444 -3.44734 1.40537 0.0822
C -4.53023 3.11121 -5.24375 -0.1869
H 1.15599 2.98046 -4.88862 0.0733
H -0.57852 6.48640 -3.28739 0.0705
H -2.25975 2.24756 -0.18065 0.0035
H 5.32396 -0.97062 0.57647 0.0646
H -1.81622 -1.87845 5.74915 0.0718
H -0.58328 2.98638 -5.26182 0.0821
O 10.70846 -2.24594 3.01942 -0.1377
O -2.30138 -3.81045 -2.98059 -0.1314
O -0.84734 5.34062 -1.56885 -0.1314
H -5.67384 -0.58389 0.65134 0.0170
N -4.39129 2.32438 -1.42708 -0.3191
H 6.04462 0.97782 -1.34450 0.0706
C -4.08412 -3.52541 3.16477 -0.1631
N -3.73480 -0.01778 1.37530 0.1368
H 3.81667 0.15470 2.38890 0.0631
C -7.21012 -1.44406 1.43112 -0.1732
H 11.61738 -2.05315 3.26278 0.0732
O -2.92057 -0.77433 -0.77785 -0.0779
C -2.56893 0.23162 -1.91098 -0.3514
H -4.44030 -2.75869 1.42005 0.0439
C -1.62681 -0.93958 5.21940 -0.1612
O -4.21499 -3.63470 1.75952 -0.1219
H 9.98410 -1.33560 4.74279 0.0776
H 1.06060 -0.21120 2.94962 0.0521
C -1.09841 -0.08579 -2.19016 -0.2738
O 7.82054 -2.35222 -0.31139 -0.1318
C 0.59331 0.69507 -0.27665 0.0907
H -3.29398 -2.81906 3.43916 0.0569
H -7.65706 -0.53748 1.85318 0.0750
H -5.46139 3.68620 -5.16734 0.0680
H -0.81623 0.39490 -3.12374 0.0916
O 2.90654 -0.01035 2.13133 -0.1483
H 10.31383 -3.08488 4.87797 0.0759
C -3.31251 -3.82801 -1.96900 -0.1442
H 4.18393 -0.16093 -0.51359 0.0766
H -2.36846 -4.62985 -3.47551 0.0583
H -3.82296 -4.51136 3.54597 0.0752
H -2.15253 6.68153 -2.45578 0.0756
H -1.21332 -0.21915 5.92152 0.0742
O -3.74728 3.22961 -4.07828 -0.1979
H 0.51681 3.25593 -2.66981 0.0786
O -0.14927 2.91985 -3.27633 -0.1570
H -3.95164 3.50320 -6.08222 0.0639
C 0.17620 3.36344 -4.58066 -0.1518
H -8.00732 -2.10825 1.10106 0.0738
H -2.13034 2.62946 -2.37388 -0.0129
P -2.83981 1.90496 -1.42933 0.6765
H -6.63278 -1.94727 2.21593 0.0561
H 2.10315 0.92006 3.82207 0.0792
H 8.91026 -2.50785 3.95202 0.0708
H 5.42972 -1.26303 -1.16384 0.0756
C -0.16562 0.32962 -1.13376 -0.1677
H 1.23886 1.01858 0.50459 -0.0008
C 2.07134 -0.03559 3.28970 -0.1518
H -5.01948 -3.20439 3.63458 0.0691
C 5.21054 -0.51371 -0.40233 -0.1489
H -4.26393 2.87026 -3.31973 0.0034
H -1.80730 5.19840 -3.37124 0.0622
C -3.34541 -0.33325 0.32651 -0.4604
H 7.47399 -1.74715 1.64438 0.0721
H 2.36238 -0.84005 3.96972 0.0761
H -0.46538 6.02476 -1.01374 0.0677
C -1.37318 5.96858 -2.73831 -0.1558

No. 4
82
Properties=species:S:1:pos:R:3:lowdin_charge:R:1 method="wB97M-V/def2-TZVPD" de_lowest_kj_mol=2603.1 homo_ha=-0.28125 homo_lumo_gap_ev=7.420 charge=0
H 0.32816 1.04334 -1.11251 -0.2394
H 1.57681 1.77844 0.05778 -0.0960
O 2.42074 1.18112 0.56239 -0.0531
H 2.56792 3.75374 -1.60925 0.1137
H 1.22351 0.33985 4.34047 0.1339
H 1.96737 0.62788 1.20269 0.0413
H 2.83803 1.00099 -1.44836 0.1460
C 2.36623 2.96621 -2.33535 -0.1528
O 1.24308 0.94008 2.41177 -0.1140
H 1.23418 -3.42566 0.64666 0.1589
O -0.40915 0.49679 -0.83097 -0.1904
H 0.71207 -1.10519 -0.19209 0.1453
H -1.38545 0.77374 -5.81116 0.0775
H -4.02683 -0.00593 -2.07765 0.1654
C -1.00749 -3.35268 -1.02219 -0.2666
O -0.50460 -2.36659 1.12978 -0.2315
C 0.35898 -4.14419 2.57793 -0.1423
O 1.85397 -2.05528 2.10127 -0.0396
H -0.45402 0.73955 -2.72214 0.1132
H -3.11633 -0.98277 -0.01270 0.1282
H -3.77223 -0.59643 2.82337 0.0838
H 0.16556 -1.40976 3.19065 0.1327
H -2.84013 0.13511 4.11355 0.0863
H 4.34755 3.15870 -2.62499 0.0720
C -2.87340 -0.01719 3.03476 -0.1674
H -1.17312 2.97402 -4.81425 0.1198
H 1.29093 1.86771 2.65431 -0.0594
C -3.18348 0.48690 -1.59395 -0.1337
C 1.96191 1.56560 -1.76729 -0.1256
H 1.25012 -2.00943 1.35638 0.0535
O 3.59860 2.83736 -3.13235 -0.0706
O -2.26882 0.71130 0.70443 -0.1264
C 3.23304 2.17791 1.18734 -0.1248
H -1.01890 -0.97035 0.40273 0.0763
C -3.23871 0.09971 -0.04960 -0.1630
H -3.16777 1.57677 -1.59941 0.1284
H -0.24054 -4.25894 0.60909 0.1090
H -4.22490 0.42447 0.28215 0.1389
C -0.71571 2.04752 -4.46715 -0.1375
H 0.03821 -3.63101 -0.89124 0.1123
C -0.07936 -0.46036 0.18993 -0.0842
H 1.73231 -2.80970 3.06841 -0.1245
C 2.44204 3.38833 1.51093 -0.1579
H 0.35647 -5.22673 2.45068 0.1207
O -2.04543 0.05188 -2.29226 -0.1570
O 1.02256 1.62212 -0.71031 0.0127
H 0.25804 -0.05050 1.14191 0.1012
O -1.61125 0.99472 -4.90464 -0.0729
H 2.77652 0.35031 3.54830 0.1269
O -1.61861 -4.52220 -1.48366 -0.0342
H 0.25353 1.88794 -4.93959 0.1149
H -2.84219 -0.75082 -1.92913 -0.1606
H 0.45932 2.25934 -2.75311 0.0598
H 1.46817 1.00477 -2.56088 0.1353
H -1.36763 -3.15804 -0.01198 0.0878
H -1.39602 -2.61026 1.38977 0.1365
H 2.17060 2.94362 3.40695 0.1373
H 1.57746 -1.85603 4.07299 0.1463
H 3.81481 1.76414 2.01102 0.1394
C 1.72897 0.08294 3.40955 -0.1458
H 1.62027 3.46822 -2.95150 0.1175
C -1.33332 -2.11017 -1.84592 -0.1681
H 3.93767 2.38855 0.38284 0.1378
H -1.21686 0.46865 -2.04451 -0.0107
O -2.68396 -1.69503 -2.00007 -0.0965
O 1.63703 3.10192 2.62475 0.0194
O -1.48387 2.41704 -2.18512 0.0019
H 1.76690 3.67415 0.70434 0.1406
H -1.68075 -0.62357 1.59008 0.0135
O -1.74022 -0.59412 2.54779 -0.1356
H -0.83225 -1.31456 -1.29452 0.0848
O 1.60379 -3.75496 3.17602 -0.1135
H -0.49905 -3.92614 3.21382 0.1247
C -0.52027 1.81006 -2.91637 -0.2843
H -1.43626 0.59919 0.23982 0.0176
H 3.06404 4.26289 1.70162 0.1414
H -1.37880 -4.54266 -2.41300 0.0853
C 1.25372 -1.35362 3.16146 -0.1760
H -3.01367 0.94313 2.53857 0.0831
H -2.38496 2.17401 -2.41001 0.0710
C 0.28435 -3.49105 1.17737 -0.2751
H -1.01926 -2.18054 -2.88731 0.1374

No. 5
82
Properties=species:S:1:pos:R:3:lowdin_charge:R:1 method="wB97M-V/def2-TZVPD" homo_ha=-0.12984 homo_lumo_gap_ev=4.456 charge=-1
C -1.54133 -2.22141 -3.47672 -0.1153
H -5.34384 -4.86760 -1.49308 0.0701
H -1.20988 -2.71271 -4.38977 0.0540
H -2.96856 0.90763 4.27766 0.0781
O 8.04141 4.02126 0.74744 -0.0495
H -3.16889 -1.44260 -1.42973 0.0657
H -0.77733 -1.34962 1.73312 0.0481
H -0.88881 2.55861 -1.28263 0.0786
H -4.83274 -1.61973 -6.40037 0.0800
H 4.42265 4.74986 3.80514 0.0935
H 7.16428 1.92849 3.11912 -0.1313
H 4.16719 3.10041 5.38739 0.0585
C -5.14610 -2.64351 -6.15674 -0.1541
H 5.81828 0.56609 -0.04436 -0.1616
C -2.32367 3.36932 3.39460 -0.1531
H -1.75638 -1.16992 -3.69961 0.0882
H 5.20506 3.30791 -1.11720 0.0237
H 1.08731 0.59793 4.37559 0.0858
H -5.64606 -6.22379 -2.60228 0.0756
B 6.91964 3.24233 0.36219 -0.7028
H -3.35640 3.72398 3.42261 0.0743
H 4.06035 3.90346 1.48696 0.0947
N -4.29101 -4.77353 -3.35237 -0.3088
H 8.10076 0.76664 1.07416 -0.1800
N 4.43798 1.85093 2.02292 -0.2456
H 0.89577 -1.00697 2.22342 0.0933
C -3.16036 1.14049 3.22209 -0.1448
C 0.00712 0.42478 4.44222 -0.1370
H 6.03663 4.91346 -0.82888 0.0427
H -2.28606 -5.39769 -3.60515 0.0689
H 8.00549 4.20875 1.69201 0.0453
P -4.19684 -3.00764 -3.67386 0.7563
C 6.14082 3.82398 -0.90381 -0.1160
H 6.79953 3.64546 -1.76999 0.0512
H -3.17080 0.20752 2.66508 0.0667
C -2.92800 -3.49181 -6.13204 -0.1449
C -2.82841 -2.48143 -1.48881 -0.1434
P -0.53498 1.69027 2.19811 0.7644
C -0.29182 2.36285 -0.38861 -0.1427
H 6.23175 -0.39154 2.27649 -0.1981
H -4.16800 1.56271 3.14850 0.0849
H -6.35630 -4.64892 -2.93093 0.0752
C 4.12538 3.24359 2.36248 -0.3707
H -5.33470 -3.18069 -7.08932 0.0775
H -0.17276 -0.44204 5.08039 0.0801
C -3.15313 -5.59119 -2.97991 -0.1383
N -2.66947 -2.91830 -2.87150 -0.3367
H -2.24355 -4.21509 -5.68492 0.0681
C -1.46169 0.32135 -0.06846 -0.1638
O 0.95631 1.73023 1.93351 -0.2727
H 3.75500 1.46923 1.37723 0.0044
H -0.44441 1.28963 4.94377 0.0703
C -5.46033 -5.14918 -2.54764 -0.1528
N -2.22174 2.09576 2.67163 -0.3088
Nb 6.41805 1.30562 1.53837 0.9442
H -6.09403 -2.58405 -5.62313 0.0684
C -0.14591 -1.03394 2.56257 -0.1201
C 4.97247 3.85375 3.48799 -0.2924
H 5.95606 4.19460 3.16624 0.0628
H 5.93858 3.18032 5.28796 0.0570
H -0.67972 -2.25724 -2.80711 0.0849
H -3.41988 -6.64248 -3.12736 0.0868
N -0.59573 0.23194 3.12628 -0.3415
H -0.23985 -1.82648 3.30849 0.0800
H -0.03240 3.32901 0.04254 0.0709
H 3.09813 3.24279 2.77211 0.0801
H 0.64046 1.86954 -0.69179 0.0842
H -1.91465 0.51834 -1.04360 0.0760
H -1.95266 3.29066 4.42518 0.0700
H 5.12594 1.89987 4.45860 0.0269
H -3.15326 -3.88052 -7.12842 0.0794
C 5.02624 2.94783 4.73082 -0.1573
H -3.56498 -3.10992 -0.97268 0.0752
O -4.49888 -1.52219 -3.77944 -0.2913
H -2.85544 -5.46281 -1.93196 0.0802
H -2.40489 -2.53325 -6.25916 0.0823
N -1.05771 1.55589 0.55917 -0.3250
N -4.14419 -3.35030 -5.36477 -0.3319
H -1.73445 4.13867 2.88467 0.0765
H -0.60944 -0.35638 -0.22914 0.0829
H -2.23004 -0.20013 0.50698 0.0644
H -1.89219 -2.57716 -0.93656 0.0814